Entry 1:
C39H55Br2N10O3Si2TeZr | wB97M-V/def2-TZVPD

```
113
Properties=species:S:1:pos:R:3:forces:R:3
Zr -0.70696 0.63120 0.04079 -0.2138 -0.2077 -0.4113
C -2.42894 -1.30326 -2.32540 -0.0004 0.0221 -0.0740
N -1.27767 -0.40274 -2.46934 -0.0048 -0.0340 0.0082
C -0.47900 -0.74768 -3.66074 -0.1086 -0.0401 -0.0377
C 0.44066 -1.90778 -3.46181 -0.0107 0.0162 -0.0104
N 0.80412 -2.40170 -2.30636 0.0186 -0.0226 0.0136
C 1.72071 -3.41252 -2.60476 0.0223 -0.0045 0.0155
C 2.43736 -4.25933 -1.75965 -0.0009 0.0239 0.0041
C 3.29328 -5.16919 -2.34379 0.0041 -0.0012 -0.0041
C 3.43950 -5.24649 -3.73910 -0.0085 -0.0001 0.0049
C 2.73923 -4.41451 -4.58793 0.0017 0.0009 0.0011
C 1.88260 -3.49895 -3.98677 -0.0330 0.0000 -0.0276
N 1.03992 -2.52555 -4.50719 0.0377 -0.0047 0.0133
C -3.29991 -0.74269 -1.25905 0.0052 -0.0580 0.0328
N -2.81369 -0.20398 -0.15163 0.0667 0.1233 0.0225
C -3.93471 0.22400 0.59674 0.0132 -0.0154 -0.0515
C -4.04149 0.82971 1.84820 0.0112 0.0089 -0.0028
C -5.31089 1.14614 2.28728 -0.0136 0.0006 -0.0012
C -6.45499 0.86492 1.52360 0.0084 0.0022 0.0058
C -6.36350 0.24019 0.29811 0.0008 -0.0020 0.0016
C -5.08158 -0.07042 -0.13802 -0.0185 -0.0402 0.0205
N -4.63209 -0.69100 -1.29953 -0.0293 -0.0126 0.0085
H -2.99569 -1.39826 -3.25783 0.0077 -0.0048 0.0053
H -2.07668 -2.30155 -2.05243 -0.0049 0.0011 0.0070
H -1.64749 0.52943 -2.65974 0.0222 0.0084 0.0578
H -1.14182 -0.95844 -4.50859 -0.0021 0.0184 0.0076
H 0.10329 0.13345 -3.93588 0.0289 -0.0329 -0.0183
H 2.33225 -4.20081 -0.68289 -0.0072 -0.0103 0.0031
H 3.86738 -5.84115 -1.72074 0.0011 -0.0011 -0.0026
H 4.11926 -5.97597 -4.15688 0.0016 -0.0018 0.0034
H 2.85621 -4.47552 -5.66128 -0.0004 -0.0027 -0.0009
H 0.90604 -2.31660 -5.48323 -0.0034 0.0125 0.0004
H -3.17485 1.01210 2.46530 0.0002 0.0016 -0.0047
H -5.43301 1.61279 3.25546 0.0055 0.0007 0.0015
H -7.42832 1.13306 1.91027 0.0002 -0.0006 0.0053
H -7.24184 0.00665 -0.28796 0.0014 -0.0018 -0.0019
H -5.21085 -1.03879 -2.04897 0.0132 -0.0053 -0.0067
Br -3.15593 3.20446 -3.54110 0.0055 -0.0008 0.0364
C -2.99382 3.70876 -1.73529 0.0764 -0.0214 -0.1814
C -3.77483 4.76879 -1.22499 0.0039 0.0108 0.0423
C -3.68680 5.12240 0.09079 0.0037 -0.0005 -0.0138
Br -4.73287 6.53797 0.74173 -0.0094 0.0148 0.0010
C -2.82204 4.41169 0.97183 0.0886 -0.0255 0.0885
C -2.66445 4.66223 2.34740 -0.0228 0.0314 -0.0144
C -1.83007 3.86780 3.09744 0.0019 0.0002 0.0212
C -1.16619 2.80247 2.49267 0.0142 -0.0173 -0.0284
N -1.26616 2.54227 1.19330 -0.0262 0.0183 0.1136
C -2.06301 3.35759 0.43442 -0.0846 0.0590 -0.1103
C -2.12141 3.02611 -0.93599 -0.0359 0.0345 0.1626
O -1.34178 2.00544 -1.32298 0.0460 -0.0039 0.1975
H -4.44423 5.29977 -1.88726 0.0035 -0.0092 -0.0120
H -3.20761 5.47775 2.80682 -0.0024 -0.0007 -0.0010
H -1.69691 4.04418 4.15487 0.0046 -0.0046 0.0012
H -0.55523 2.12769 3.07672 -0.0001 -0.0056 -0.0081
N 0.15384 -1.52450 0.25939 0.0938 0.0167 -0.0762
C -0.71153 -2.32229 1.14640 0.0196 -0.0225 0.2248
C -0.01744 -3.51089 1.82096 -0.0256 0.0027 -0.0536
C 1.02112 -3.14910 2.89258 -0.0109 -0.0155 0.0218
C 0.51484 -3.17579 4.33743 -0.0062 0.0056 -0.0096
N 0.04608 -4.49923 4.75245 0.0046 -0.0216 -0.0129
C -1.19857 -4.81863 5.11899 -0.0570 0.0437 -0.0065
N -2.22741 -4.04042 4.81021 0.0566 -0.0466 0.0092
N -1.40348 -5.95157 5.79301 0.0158 -0.0196 0.0040
C -1.33146 -1.37598 2.17830 0.0340 0.0814 -0.1049
O -2.03968 -1.79958 3.06860 0.0526 0.0781 0.0685
O -1.03586 -0.11108 2.01024 -0.0489 0.0351 -0.2142
H 0.31266 -1.97258 -0.67535 0.0360 0.0314 0.0184
H 1.08086 -1.44441 0.68009 0.0031 -0.0084 -0.0072
H -1.53398 -2.71345 0.54301 -0.0242 0.0575 -0.0206
H 0.44926 -4.10809 1.03577 -0.0129 -0.0017 -0.0212
H -0.79458 -4.14584 2.25087 0.0191 -0.0280 0.0003
H 1.43502 -2.14745 2.72660 0.0049 -0.0038 -0.0098
H 1.87061 -3.83069 2.81506 0.0086 0.0076 0.0084
H -0.28899 -2.46083 4.49033 0.0138 -0.0141 0.0342
H 1.32626 -2.89166 5.00822 0.0007 0.0134 -0.0034
H 0.75362 -5.19676 4.92564 -0.0018 0.0036 0.0088
H -2.15036 -3.26480 4.15326 -0.0128 0.0198 0.0055
H -3.12829 -4.22024 5.22079 -0.0019 -0.0004 0.0005
H -0.64239 -6.46018 6.21030 -0.0046 0.0021 0.0051
H -2.33366 -6.29738 5.95809 0.0015 -0.0032 -0.0021
C 4.79899 2.35934 1.19312 0.0123 -0.0215 0.0147
Si 3.63239 0.90991 1.14995 -0.0493 -0.0127 -0.0508
C 4.21415 -0.49858 2.22303 0.0680 0.0044 -0.0317
C 1.92957 1.49114 1.73023 -0.0266 0.1102 0.0587
C 3.44972 0.23795 -0.62129 -0.0660 0.0733 0.0283
Te 1.77614 0.95789 -1.72862 -0.0237 -0.0241 0.2110
C 2.09374 3.05810 -1.51530 0.0215 0.0118 -0.0458
Si 2.85877 3.80187 -3.10334 0.0045 -0.0286 0.0055
C 1.61408 3.53963 -4.47028 -0.0022 0.0132 0.0081
C 3.16621 5.60225 -2.77213 0.0006 0.0242 0.0173
C 4.43889 2.86196 -3.42532 -0.0053 0.0037 0.0159
H 5.25749 2.44621 2.18044 -0.0172 0.0058 0.0057
H 4.29931 3.30787 0.98803 0.0120 0.0052 -0.0322
H 5.61023 2.24137 0.47224 0.0059 0.0009 0.0067
H 4.26285 -0.20894 3.27446 -0.0197 0.0110 0.0014
H 5.22095 -0.80141 1.92569 -0.0112 -0.0278 0.0092
H 3.57138 -1.37880 2.13836 0.0038 -0.0012 -0.0004
H 2.02414 1.96474 2.71235 -0.0233 -0.0368 0.0184
H 1.18948 0.69133 1.86905 0.1016 -0.0992 0.0126
H 1.53491 2.26775 1.06561 0.0049 -0.0063 0.0041
H 3.34286 -0.85044 -0.63584 -0.0162 -0.0054 -0.0072
H 4.32078 0.47143 -1.23613 0.0074 -0.0087 0.0087
H 2.75085 3.19524 -0.65692 -0.0069 0.0053 0.0358
H 1.12203 3.50110 -1.28598 -0.0089 -0.0099 -0.0024
H 0.70414 4.11825 -4.29434 -0.0075 -0.0198 0.0017
H 1.33779 2.48659 -4.57405 -0.0014 -0.0026 -0.0199
H 2.02481 3.85946 -5.42981 -0.0043 0.0072 -0.0019
H 2.24320 6.12570 -2.51493 0.0033 0.0078 -0.0030
H 3.58323 6.08826 -3.65647 -0.0007 -0.0008 -0.0033
H 3.87661 5.74603 -1.95557 -0.0013 -0.0001 -0.0012
H 4.26074 1.80070 -3.62017 0.0112 -0.0013 -0.0082
H 5.13107 2.94856 -2.58385 -0.0003 -0.0044 -0.0014
H 4.94957 3.26484 -4.30209 -0.0014 -0.0019 -0.0047
```
Forces are in eV/Å.

Values from the calculation:
Total energy   -226782.3190 eV
HOMO level   -14.762 eV
Gap between HOMO and LUMO   7.005 eV
Charge   +3



Entry 2:
CH3N2O4S | wB97M-V/def2-TZVPD

```
11
Properties=species:S:1:pos:R:3:forces:R:3
C 2.23695 -0.78928 0.35546 -1.3152 1.8604 5.4365
N 0.88008 0.27416 -1.03974 -1.9513 1.8986 -1.8973
N 2.05236 -0.10356 -0.84437 0.2339 -0.7380 -0.4249
O -3.01580 0.40510 -1.60533 0.3921 -1.0657 0.9785
O -0.07133 0.17612 -0.15435 0.3952 -0.9114 0.7142
O -2.69048 2.15272 -0.00349 0.5264 -1.3373 0.6459
O -3.22480 -0.11473 0.86893 1.0645 0.2832 -1.1548
S -2.76222 0.71828 -0.22077 -0.6507 2.0475 -0.7892
H 1.56070 -1.57887 0.62444 -0.5635 -0.8989 -0.7094
H 3.20560 -1.06543 0.73381 0.8452 0.0167 -0.8956
H 1.82895 -0.07452 1.28542 1.0234 -1.1552 -1.9037
```
Forces are in eV/Å.

Values from the calculation:
Energy above the lowest of the compared OMol25 structures with the same formula, charge and spin   105.2 kcal/mol
Total energy   -23088.2709 eV
HOMO level (spin up / spin down)   -3.784 / -3.781 eV
Gap between HOMO and LUMO (spin up / spin down)   6.152 / 6.148 eV
Charge   -1



Entry 3:
C4H7NO | wB97M-V/def2-TZVPD

```
13
Properties=species:S:1:pos:R:3:forces:R:3
C -0.08617 -1.53160 1.01711 0.5187 -1.9143 2.5645
C -0.51172 -0.25252 0.42645 1.1561 -0.5146 -0.6334
C -1.69506 0.23718 0.64142 -1.8783 0.3451 0.9162
C 0.39894 0.50387 -0.47427 -0.9842 0.7161 -0.8212
H 0.41167 -1.21814 2.08182 -0.3666 -1.1656 -2.5824
H 0.57254 -2.22097 0.31653 -1.3044 1.5234 1.8075
H -1.01974 -2.10485 1.41039 1.6094 0.7470 -0.9988
H -1.93980 1.22196 0.24706 -0.3069 -0.3388 0.1542
H -2.36960 -0.37588 1.28071 0.1870 0.9249 -0.6472
H 2.43895 0.49236 -1.09670 -3.4550 -1.4133 -0.0232
H 2.23150 -0.47202 0.39286 -2.9042 0.6087 -4.3040
N 1.54466 -0.15668 -0.84180 7.4487 0.1691 4.4241
O 0.02824 1.50410 -1.05053 0.2797 0.3124 0.1435
```
Forces are in eV/Å.

Values from the calculation:
Energy above the lowest of the compared OMol25 structures with the same formula, charge and spin   84.7 kcal/mol
Total energy   -7795.9720 eV
HOMO level   -9.887 eV
Gap between HOMO and LUMO   9.919 eV



Entry 4:
C44H34AsBeF4N4OP | wB97M-V/def2-TZVPD

```
90
Properties=species:S:1:pos:R:3:forces:R:3
Be 16.45040 11.68182 15.81852 -0.4025 0.1606 0.2603
O 17.28604 13.12764 15.78952 0.9769 -0.6175 -1.1478
C 16.05410 13.62206 15.59642 -0.7714 -1.1092 1.3217
C 15.88300 14.94874 15.06362 0.4537 1.7017 -1.1665
C 16.99432 15.84076 15.02250 -1.1867 -0.3212 -0.1088
C 16.87245 17.05847 14.36830 -0.6474 0.0622 0.7548
C 15.62462 17.42032 13.87090 -0.4120 0.1979 -0.1975
C 14.52192 16.58054 13.91050 0.5925 -1.3425 0.2796
C 14.67874 15.26371 14.41712 -0.8759 0.4969 0.2268
P 13.24269 13.97317 14.39806 0.3478 0.2450 -0.2810
C 11.92675 15.04638 13.65741 -1.2487 1.9252 0.2541
C 11.76543 15.41184 12.29806 -0.6048 -0.0199 0.8870
C 10.80234 16.35066 11.88503 1.3335 -0.8919 0.9275
C 10.08111 16.99916 12.88888 0.0388 0.7401 -1.4177
C 10.16691 16.70914 14.23773 0.0559 -0.7334 1.2770
C 11.06337 15.69085 14.62277 0.2696 -0.3403 -1.9693
C 13.60784 13.05703 12.83147 0.3706 -1.1799 0.0452
C 14.81409 13.27214 12.15733 1.0025 2.1616 0.4226
C 15.30394 12.50392 11.12690 -0.6475 -0.8153 -0.9600
C 14.49421 11.45410 10.65551 -1.3499 0.9696 1.1505
C 13.21786 11.23820 11.25302 2.2089 2.1550 0.9332
C 12.80528 11.97256 12.39532 1.9960 0.4639 -1.3062
H 17.89005 15.54157 15.53309 0.3049 -0.1520 0.0075
H 17.61966 17.84443 14.40443 0.3373 -0.3777 -0.1365
H 15.49965 18.40635 13.45441 -0.0159 0.2640 -0.1353
H 13.55637 16.87224 13.52646 0.0557 0.2125 -0.1338
H 12.40166 14.93949 11.57938 0.2799 -0.1951 -0.4278
H 10.75373 16.59924 10.81194 -0.2803 0.0702 0.7497
H 9.55091 17.83204 12.47460 -0.9250 0.4455 0.4575
H 9.52255 17.19640 15.04125 0.9208 -0.5243 -1.3946
H 11.08156 15.30603 15.62028 0.1533 0.0896 0.6168
H 15.43336 14.19064 12.40070 -0.8219 -1.2977 0.0451
H 16.23852 12.78045 10.61189 -0.4355 -0.2782 0.4246
H 14.77791 10.86668 9.81690 0.2391 -0.4457 -0.6151
H 12.57747 10.56030 10.81260 -1.2447 -1.6713 -0.5653
H 11.93047 11.66640 12.90368 -0.9763 -0.0208 0.4450
F 14.26421 9.27845 16.88492 0.0772 0.0623 -0.0862
C 13.22437 10.04822 16.48518 -0.5654 -1.9434 -1.1141
C 12.32576 9.40592 15.58594 0.3222 2.1427 1.2609
F 12.54727 8.13134 15.26563 0.1111 -0.2853 -0.2750
C 11.16820 10.09262 15.14581 0.4148 -2.9406 -0.7596
C 10.95278 11.27928 15.75767 0.0269 1.9539 1.0826
C 11.84470 11.91074 16.61860 0.4126 -0.9289 -0.2771
F 11.47450 13.11685 17.04282 0.2690 0.3338 0.3754
C 13.07183 11.31513 16.98444 0.1423 1.6482 0.2071
C 14.21721 12.10865 17.66446 0.5814 -0.3083 -1.3654
C 15.22872 12.93693 16.73812 -1.7513 -1.3277 -0.3112
N 15.10028 12.57843 15.20293 1.6338 0.2808 1.9439
C 13.84723 12.74206 18.89229 0.5018 0.2441 -0.6854
N 13.64210 13.37264 19.82471 -0.3429 0.2620 1.0395
F 9.81236 11.93864 15.49744 -0.1275 0.3239 -0.1208
C 10.20909 9.47503 14.22352 1.3352 0.0152 -0.4734
C 8.87500 9.84295 14.16486 -1.8161 0.1997 0.3534
N 7.72880 10.05559 14.15698 0.6509 -0.0337 -0.1418
C 10.59999 8.63743 13.14557 0.0009 -0.8607 -0.5129
N 10.77505 7.91669 12.23744 0.0956 0.9116 0.9907
C 14.72140 8.57398 12.66145 -0.5996 -1.1421 0.7056
C 15.16908 9.72099 13.49307 0.2706 2.2560 0.2459
As 16.87443 9.80861 14.44463 0.5394 -0.9695 -0.5053
C 17.49414 7.99956 15.10632 -0.1470 0.2344 0.2531
C 16.78094 7.51316 16.41154 -0.2448 -0.0576 -0.6060
C 18.11093 10.03504 12.90134 -0.7836 1.5493 -0.0586
C 17.78430 9.27452 11.61696 -1.0428 -0.5032 -1.1081
H 13.63418 8.48322 12.67471 -0.0298 -0.1409 0.2120
H 15.16321 7.64102 13.00439 -0.1789 -0.3332 0.1083
H 14.96507 8.65711 11.63434 0.5170 0.3204 -1.0402
H 14.48841 10.04018 14.30492 -0.0015 -0.3469 -0.6507
H 15.25040 10.63346 12.82423 -0.0355 -0.8069 1.0487
H 18.57025 8.19126 15.26409 -0.3545 0.1016 0.3760
H 17.52822 7.20350 14.34169 -0.5515 0.3757 0.0831
H 16.65219 8.29166 17.18060 0.5125 -0.2702 -0.4404
H 17.32616 6.64530 16.80694 -0.0477 0.2894 0.1490
H 15.74662 7.16754 16.22687 0.4673 0.1588 -0.2634
H 19.12398 9.86294 13.28862 -0.1750 0.0859 -0.3094
H 17.96221 11.14258 12.68732 0.5806 -1.1564 0.3140
H 17.58836 8.18253 11.79865 -0.1078 0.9912 -0.1555
H 18.61210 9.29133 10.90498 0.3303 0.0959 0.1573
H 16.92299 9.73189 10.97486 1.1909 -0.8271 1.6326
C 15.75671 11.75247 17.50446 -1.4240 0.3788 -1.6273
C 16.86451 11.63923 18.44334 -0.2359 1.5616 -0.1079
C 17.80260 12.69251 18.61038 0.3084 -1.5030 0.3641
C 19.09802 12.39268 19.07136 -2.5903 0.2305 -0.5265
C 19.43958 11.09344 19.29930 -1.7590 -1.7427 0.5477
C 18.47270 10.03991 19.26991 -0.9540 2.0643 -0.7890
C 17.13647 10.36161 18.89259 2.5309 -1.0707 0.2631
H 17.55468 13.68333 18.29157 -0.2086 0.3203 -0.0850
H 19.70812 13.21590 19.29662 1.2496 0.7845 0.0127
H 20.38754 10.86561 19.65482 1.8126 -0.4504 0.4453
H 18.77182 9.01810 19.38816 0.1129 -0.3782 0.3293
H 16.42292 9.57873 18.65388 -0.0149 0.1234 0.3718
```
Forces are in eV/Å.

Values from the calculation:
Energy above the lowest of the compared OMol25 structures with the same formula, charge and spin   25.8 kcal/mol
Total energy   -135582.4945 eV
HOMO level   -1.916 eV
Gap between HOMO and LUMO   5.981 eV
Charge   -2